120
Properties=species:S:1:pos:R:3:forces:R:3 method="wB97M-V/def2-TZVPD" e_tot_ev=-38681.4237 max_force_ev_per_a=9.80 relative_energy_ev=12.688 smiles=CCCCCC.CCCCCC.CCCCCC.CCCCCC.CCCCCC.CCCCCC homo_lumo_gap_ha=0.3972
C 23.494 143.734 31.614 -1.571 -0.589 2.537
C 23.744 144.600 30.425 0.729 0.306 0.122
C 22.590 144.788 29.427 0.063 2.437 -0.809
C 21.540 145.937 29.921 2.755 -0.587 -2.682
C 22.162 147.364 30.105 -0.949 0.933 -3.705
C 21.053 148.349 30.611 2.164 0.973 1.833
H 23.224 142.671 31.393 1.005 0.610 0.090
H 22.620 143.996 32.250 -0.182 0.485 -0.941
H 24.218 143.917 32.445 0.338 -0.925 -1.049
H 24.524 144.080 29.861 0.444 0.466 0.128
H 24.180 145.615 30.881 -1.054 -1.919 -1.663
H 21.968 144.022 28.876 0.818 -0.454 1.925
H 23.090 145.118 28.449 -0.508 0.534 1.284
H 21.219 145.793 30.951 -1.096 -1.066 -0.465
H 20.979 145.735 28.945 -1.041 1.478 2.109
H 22.686 147.826 29.025 -1.535 -1.362 3.086
H 22.929 147.327 30.831 0.980 -0.077 0.682
H 21.640 149.421 30.855 -2.244 -2.659 -0.785
H 20.510 147.970 31.547 1.301 0.463 -0.763
H 20.228 148.335 29.935 -0.314 0.909 -0.977
C 22.953 148.571 34.127 -1.875 1.352 0.112
C 21.633 149.324 34.452 1.662 0.041 -0.238
C 21.961 150.756 34.902 -3.785 1.916 1.254
C 22.576 151.087 36.333 0.326 -4.261 -3.019
C 22.846 152.476 36.577 3.316 1.356 -0.426
C 23.333 152.717 37.996 -2.524 -1.451 2.315
H 22.665 147.615 33.787 0.506 -1.103 -0.982
H 23.566 148.505 34.933 1.129 -1.131 3.504
H 23.704 149.161 33.649 -0.222 0.409 -2.180
H 21.030 148.722 35.131 0.026 0.196 0.271
H 21.126 149.310 33.486 -0.434 0.534 0.173
H 20.954 151.422 34.888 1.683 -1.573 0.157
H 22.421 151.215 34.076 1.488 0.675 -0.881
H 23.537 150.551 36.351 -0.229 -0.325 0.474
H 21.854 150.593 36.973 0.154 0.191 0.795
H 21.931 152.922 36.504 -2.238 2.151 -0.808
H 23.658 152.829 35.749 -2.057 -0.342 1.953
H 23.414 153.731 38.316 0.076 0.947 -0.241
H 24.288 152.256 38.162 0.360 -0.496 0.359
H 22.464 152.274 38.859 2.633 0.906 -2.618
C 19.941 143.036 27.238 -3.408 -5.517 -7.354
C 20.768 141.739 27.021 0.442 -0.316 4.821
C 20.761 141.138 25.677 -2.286 -1.628 -3.323
C 21.590 139.854 25.371 -3.398 -1.029 2.950
C 20.909 138.562 25.966 0.664 2.538 1.046
C 21.870 137.356 25.938 3.900 1.940 0.240
H 19.950 143.326 28.152 0.756 2.853 5.644
H 18.777 142.644 27.123 2.586 1.105 0.044
H 20.125 143.578 26.327 0.012 1.501 0.410
H 20.355 141.071 27.929 0.970 0.606 -2.202
H 21.825 141.967 27.388 -0.947 -0.351 -0.724
H 21.380 141.715 24.964 -1.384 1.187 0.154
H 19.537 140.931 25.313 3.522 0.943 0.691
H 22.443 140.060 25.890 2.975 0.155 1.165
H 21.784 139.658 24.358 0.173 0.240 -1.475
H 20.082 138.543 25.242 -0.233 -1.131 0.620
H 20.468 138.884 27.073 1.189 -1.317 -2.777
H 21.337 136.542 26.111 -2.503 -3.904 1.082
H 22.763 137.280 26.773 -2.274 0.855 -1.919
H 22.393 137.058 24.959 -0.775 1.274 1.023
C 19.847 136.264 29.862 -1.889 1.466 2.086
C 20.836 136.930 30.848 0.490 -2.385 -0.022
C 21.886 137.685 30.156 2.130 4.513 -0.685
C 22.692 138.566 31.207 0.866 -1.781 0.456
C 23.819 139.382 30.579 1.016 2.885 2.398
C 23.343 140.401 29.506 4.188 -4.262 -1.596
H 19.433 137.092 29.232 0.673 -1.050 -0.230
H 18.911 135.892 30.393 1.250 0.132 -0.447
H 20.343 135.431 29.412 0.032 -0.222 -0.947
H 21.436 136.140 31.419 -1.016 0.654 -0.546
H 20.438 137.549 31.615 -1.028 0.501 0.485
H 21.618 138.662 29.492 -0.458 -2.953 0.660
H 22.601 137.031 29.600 -0.551 0.626 0.177
H 23.197 137.867 31.952 -0.726 0.773 -0.575
H 22.030 139.256 31.803 0.322 -0.751 -0.764
H 24.726 138.824 30.279 -0.753 -0.040 -0.168
H 24.217 140.049 31.475 -0.515 -1.266 -1.511
H 24.140 141.040 29.145 0.149 0.397 0.354
H 22.531 140.891 29.791 -3.607 2.235 1.110
H 23.172 139.726 28.656 -0.646 0.614 -0.287
C 20.061 145.997 34.538 -1.265 -2.796 3.774
C 19.165 144.744 34.273 3.625 -1.645 1.936
C 20.036 143.872 33.357 -0.548 0.462 -2.913
C 19.334 142.553 32.935 -0.703 1.662 -0.588
C 19.974 141.747 31.905 1.210 -0.674 -3.078
C 19.046 140.603 31.244 -0.705 0.099 2.486
H 19.548 146.357 35.454 1.198 0.722 -0.274
H 20.154 146.722 33.853 -0.690 2.643 -2.966
H 21.139 145.744 34.668 -0.890 -0.339 0.701
H 18.219 144.888 33.854 -1.388 0.653 -0.787
H 18.977 144.175 35.289 0.430 1.152 -1.750
H 21.132 143.794 33.678 -1.650 -0.083 -0.195
H 19.997 144.513 32.328 0.722 -1.355 2.102
H 18.603 142.871 32.132 -1.530 0.195 2.612
H 19.212 141.858 33.799 -1.262 0.833 -0.518
H 20.789 141.371 32.410 2.255 -2.035 0.537
H 20.507 142.448 31.144 -1.296 -1.140 0.576
H 18.494 139.887 32.071 1.597 1.857 -1.862
H 19.623 139.986 30.590 0.585 -0.614 -0.242
H 18.226 140.977 30.611 0.264 0.360 0.413
C 17.406 145.395 30.127 3.452 1.266 2.914
C 16.685 144.441 29.305 1.136 -2.611 0.284
C 15.374 143.992 29.983 1.015 0.806 -0.134
C 15.619 142.999 31.079 0.617 -0.830 -1.967
C 14.328 142.259 31.268 0.694 -3.724 3.077
C 13.189 142.936 31.976 -1.840 1.725 -1.693
H 16.826 146.258 30.395 -0.741 0.301 0.487
H 18.346 145.928 29.728 -1.100 -1.378 0.099
H 17.762 144.844 31.126 -0.710 1.387 -1.861
H 17.517 143.534 29.166 -2.643 1.804 -0.192
H 16.379 144.867 28.394 0.177 0.390 -1.616
H 14.808 143.498 29.191 -0.458 0.163 0.265
H 14.834 144.829 30.460 0.040 0.124 -0.927
H 16.004 143.441 32.023 -0.115 -0.413 -0.649
H 16.395 142.375 30.504 -0.851 0.052 1.843
H 14.583 141.368 31.894 0.334 0.709 1.069
H 14.039 141.477 30.580 -0.458 1.081 -1.977
H 13.502 143.527 32.823 0.593 0.513 0.086
H 12.461 142.241 32.502 0.468 0.665 -1.476
H 12.721 143.726 31.155 0.422 -2.026 2.410